Entry 1:
C22H43O24Tl | ωB97M-V/def2-TZVPD

The relative energy (zero: lowest compared OMol25 entry of this formula, charge and spin) comes out at 0.000 eV. The gap between HOMO and LUMO is 2.33 eV. Its HOMO energy is -0.5577 Eh.

```
! wB97M-V def2-TZVPD RIJCOSX def2/J DEFGRID3
* xyz 2 1
Tl 25.06656 14.56082 14.75865
O 26.58138 11.13675 11.82038
C 25.91730 12.04473 12.52177
O 25.74994 11.89189 13.74376
O 25.54692 13.11576 11.98229
H 26.54821 10.39779 12.50086
C 24.50827 13.37725 19.89147
O 24.81341 12.05630 19.47662
C 24.95169 11.82716 18.16807
O 25.14525 12.69470 17.34363
O 24.90738 10.53442 17.97317
C 25.14008 10.05086 16.65267
H 23.81348 13.92631 19.25069
H 25.38934 14.00734 20.00526
H 23.95633 13.40043 20.82981
H 24.36791 10.34945 15.94783
H 25.25858 8.97325 16.72779
H 26.09831 10.37655 16.24062
C 22.99816 10.28944 12.94602
O 22.07762 10.46447 14.02378
C 22.24129 11.47163 14.86395
O 22.98825 12.42234 14.70984
O 21.55333 11.23267 15.95344
C 21.53172 12.20384 16.99490
H 23.95264 9.95875 13.35070
H 23.04394 11.19611 12.33977
H 22.56233 9.51687 12.31659
H 21.75974 11.73732 17.95379
H 20.56878 12.67527 17.19078
H 22.24897 13.01051 16.85497
C 28.42620 13.29091 18.59003
O 29.03048 12.36532 17.66377
C 28.49027 12.29575 16.46171
O 27.57287 12.97604 16.05374
O 29.26483 11.49873 15.72804
C 29.00150 11.31840 14.36386
H 28.72308 14.32181 18.41174
H 28.86038 13.02542 19.55310
H 27.35898 13.11283 18.68290
H 28.51712 10.34746 14.22113
H 29.87423 11.24111 13.71133
H 28.43161 12.12762 13.90498
C 30.09117 15.28998 15.77839
O 30.32469 14.91317 14.41334
C 29.33749 14.64626 13.59719
O 28.13684 14.78196 13.79542
O 29.83003 14.19138 12.47147
C 29.03565 13.96797 11.30434
H 29.82590 16.34548 15.79711
H 30.97171 15.12179 16.39153
H 29.28921 14.70968 16.22792
H 27.99800 13.82688 11.60569
H 29.51463 13.10165 10.85490
H 29.06093 14.78902 10.58772
C 24.76601 11.51854 9.26796
O 23.70939 11.62169 8.30004
C 23.57910 10.55687 7.49004
O 24.44658 9.75545 7.22986
O 22.40599 10.65107 6.91729
C 22.08557 9.65190 5.93155
H 24.76280 12.53665 9.65496
H 25.64111 11.12263 8.75950
H 24.55151 10.90261 10.14366
H 21.98392 8.71368 6.47639
H 22.80900 9.58480 5.12403
H 21.10271 9.86100 5.51819
C 25.49837 8.47332 10.16192
O 26.29046 7.48702 10.83157
C 26.49284 7.58686 12.12494
O 26.37078 8.58819 12.81126
O 27.00671 6.45251 12.55898
C 27.27800 6.32487 13.94438
H 26.11831 9.29667 9.81725
H 24.77908 8.89015 10.86748
H 25.01582 7.98960 9.31892
H 27.72886 5.35884 14.14258
H 26.30589 6.34885 14.44800
H 27.82837 7.12983 14.43245
C 27.76978 18.28182 12.69496
O 27.55538 17.58860 11.45427
C 26.57672 16.70718 11.40218
O 26.07671 16.13570 12.34904
O 26.34296 16.47122 10.12121
C 25.51667 15.40277 9.69209
H 28.39978 17.69587 13.36312
H 26.84259 18.59304 13.16939
H 28.35102 19.16545 12.44177
H 25.93070 15.15906 8.71276
H 24.49481 15.74465 9.53053
H 25.59038 14.54961 10.36746
*
```



Entry 2:
Cl2NO2S | ωB97M-V/def2-TZVPD

The relative energy (zero: lowest compared OMol25 entry of this formula, charge and spin) comes out at 0.804 eV. The gap between HOMO and LUMO (alpha / beta) is 5.87 / 5.87 eV. Its HOMO energy (alpha / beta) is -0.1076 / -0.1076 Eh.

```
! wB97M-V def2-TZVPD RIJCOSX def2/J DEFGRID3
* xyz -1 1
N -1.58781 0.11890 -0.90032
O 2.52487 -0.83029 -0.65281
O 1.61479 0.06266 1.50509
S 1.47658 -0.10947 0.08591
Cl -2.76451 1.48348 -0.57744
Cl -1.26391 -0.72527 0.53957
*
```



Entry 3:
C4H8O2 | ωB97M-V/def2-TZVPD

Its SMILES is C[C@]1(CO)CO1. The relative energy (zero: lowest compared OMol25 entry of this formula, charge and spin) comes out at 5.673 eV. The gap between HOMO and LUMO is 9.21 eV. Its HOMO energy is -0.3035 Eh.

```
! wB97M-V def2-TZVPD RIJCOSX def2/J DEFGRID3
* xyz 0 1
C -1.51460 -0.63593 0.43161
C -0.15494 0.02826 0.63372
C 1.07531 -0.46924 -0.40634
O 2.30606 -0.37748 0.20484
C 0.04960 1.34946 -0.37679
O -0.28481 1.41630 0.93209
H -2.05671 -0.74419 1.37731
H -1.44691 -1.64731 0.01846
H -2.17817 -0.06350 -0.22899
H 1.30879 -0.22108 -1.47215
H 0.63149 -1.45627 -0.46444
H 2.02514 -0.42813 1.12687
H -0.72546 1.35262 -1.12929
H 0.96519 1.89650 -0.64690
*
```



Entry 4:
C4H6N2OS | ωB97M-V/def2-TZVPD

The relative energy (zero: lowest compared OMol25 entry of this formula, charge and spin) comes out at 1.990 eV. The gap between HOMO and LUMO is 9.21 eV. Its HOMO energy is -0.3281 Eh.

```
! wB97M-V def2-TZVPD RIJCOSX def2/J DEFGRID3
* xyz 0 1
C -2.27259 -0.66394 0.16420
C 0.10945 -0.01710 0.48852
C 0.58956 1.27727 -0.23075
C 1.50615 -0.52267 0.12266
H -2.46101 -0.01415 1.03898
H -0.67816 -1.43457 -0.81099
H -0.07130 0.11220 1.55851
H 0.56571 2.17728 0.42668
H 0.14012 1.45119 -1.19995
H 2.74972 1.02888 -0.60811
N -0.95987 -0.74221 -0.15034
N 1.86459 0.68998 -0.34046
O -3.17866 -1.28270 -0.39584
S 2.09631 -2.05946 -0.06311
*
```



Entry 5:
C10H13Br24O5P | ωB97M-V/def2-TZVPD

The gap between HOMO and LUMO is 7.54 eV. Its HOMO energy is -0.3035 Eh.

```
! wB97M-V def2-TZVPD RIJCOSX def2/J DEFGRID3
* xyz 0 1
O 1.83226 -3.54960 -0.12476
C 1.47692 -3.39310 -1.32574
O 0.37185 -2.52401 -1.54024
C -0.38492 -2.99798 -2.71066
O -1.07814 -1.85164 -3.27425
P -1.74729 -4.30374 -2.34938
O -1.15455 -5.90699 -2.50506
O -2.55008 -4.03577 -0.85199
H 2.01177 -3.98142 -2.15388
H 0.36890 -3.32003 -3.51422
H -1.61448 -1.41847 -2.56385
H -0.18662 -5.93825 -2.70445
H -2.15428 -3.24941 -0.33563
C -1.17415 -0.45723 1.34455
Br -1.05752 -1.01567 3.19859
Br -1.09901 -1.96987 0.12598
Br -2.73162 0.65488 1.02243
H -0.29792 0.15609 1.14093
C -3.64488 -0.33833 6.17995
Br -1.80993 -0.79861 6.60877
Br -4.70621 -0.04742 7.77683
Br -3.74458 1.16709 4.96277
H -4.07521 -1.19395 5.66277
C -3.38468 4.85786 1.51095
Br -3.19987 4.05866 3.26844
Br -1.66480 5.11667 0.65310
Br -4.60688 3.85451 0.38867
H -3.82097 5.84462 1.65406
C 4.50914 -0.26525 -1.78522
Br 3.42775 -1.62740 -0.92273
Br 3.75695 1.50776 -1.55154
Br 6.36002 -0.34394 -1.21178
H 4.49730 -0.47762 -2.85276
C 9.10559 2.59122 0.37726
Br 7.29515 3.13902 0.80441
Br 9.44993 0.76015 0.91586
Br 9.52435 2.88195 -1.49377
H 9.77510 3.22463 0.95586
C 1.46312 -7.39639 -5.22981
Br 1.92963 -6.03201 -3.92926
Br -0.21182 -6.99759 -6.11894
Br 2.89898 -7.70172 -6.49528
H 1.31970 -8.32429 -4.67926
C -5.06039 5.57785 -3.80827
Br -6.14532 4.19647 -2.98685
Br -5.83571 7.33919 -3.56975
Br -3.22250 5.50977 -3.19331
H -5.04642 5.37798 -4.87791
C -0.79149 4.70557 6.30120
Br -1.87172 3.32375 7.12837
Br -1.56847 6.46642 6.53931
Br 1.04938 4.64148 6.90819
H -0.78134 4.50415 5.23128
*
```



Entry 6:
C27H30N4O4 | ωB97M-V/def2-TZVPD

Its SMILES is CCc1ccccc1N(CC(=O)NCc1ccc(OC)cc1)C(=O)CCC(=O)Nc1ccccn1. The relative energy (zero: lowest compared OMol25 entry of this formula, charge and spin) comes out at 0.544 eV. The gap between HOMO and LUMO is 9.09 eV. Its HOMO energy is -0.3076 Eh.

```
! wB97M-V def2-TZVPD RIJCOSX def2/J DEFGRID3
* xyz 0 1
C -0.72605 -0.49671 -2.21632
H -0.27357 -1.27763 -1.61053
H 0.02349 0.27068 -2.39370
H -1.01625 -0.92300 -3.17291
C -1.92028 0.12332 -1.49269
C -3.00440 -0.87078 -1.18527
C -3.54852 -1.65699 -2.19592
C -4.54466 -2.57976 -1.93987
C -5.03265 -2.73685 -0.65367
C -4.52108 -1.95518 0.36394
C -3.51629 -1.03182 0.10316
N -3.06513 -0.21141 1.17975
C -1.99856 -0.50649 1.94501
O -1.59015 0.26188 2.80791
C -1.37262 -1.86823 1.70851
C 0.03662 -1.93011 2.29493
C 1.09292 -1.89315 1.20159
O 0.87760 -2.25313 0.06487
N 2.30347 -1.46124 1.65013
C 3.51376 -1.37646 0.96863
N 4.47326 -0.80443 1.68860
C 5.67398 -0.68421 1.15239
C 5.98875 -1.13998 -0.11594
C 4.98344 -1.74173 -0.85965
C 3.71674 -1.86277 -0.32108
H 2.90596 -2.31294 -0.86706
H 5.18441 -2.11472 -1.85393
H 6.98662 -1.02755 -0.50987
H 6.41365 -0.20345 1.77914
H 2.37077 -1.10955 2.59684
H 0.17030 -1.09388 2.98495
H 0.18824 -2.85867 2.84984
H -1.33050 -2.08494 0.63963
H -2.02835 -2.60948 2.17055
C -3.83122 1.00316 1.42627
H -4.83342 0.86689 1.01773
C -3.18616 2.22997 0.75940
O -3.66466 2.77494 -0.21362
N -2.06692 2.61836 1.38929
H -1.71353 2.02556 2.13636
C -1.17647 3.63327 0.86344
C 0.09312 3.00948 0.34278
C 0.35865 2.95098 -1.01466
C 1.51935 2.36580 -1.49474
C 2.43827 1.81863 -0.60747
C 2.16720 1.85829 0.76160
C 1.00987 2.44406 1.22546
H 0.81479 2.47116 2.28783
H 2.89300 1.43298 1.43674
O 3.62014 1.24205 -0.96356
C 3.94462 1.17195 -2.32982
H 4.92568 0.70230 -2.37486
H 3.22449 0.55885 -2.88142
H 3.99981 2.16768 -2.78199
H 1.69615 2.35179 -2.55899
H -0.34843 3.37171 -1.71450
H -0.94787 4.34626 1.66325
H -1.71323 4.14711 0.06318
H -3.88329 1.16732 2.50685
H -4.89831 -2.04828 1.37222
H -5.81127 -3.45499 -0.44632
H -4.94618 -3.17497 -2.74629
H -3.18887 -1.53414 -3.20601
H -1.56163 0.58417 -0.57126
H -2.34863 0.91909 -2.10887
*
```



Entry 7:
C3H6Br2O | ωB97M-V/def2-TZVPD

The relative energy (zero: lowest compared OMol25 entry of this formula, charge and spin) comes out at 3.338 eV. The gap between HOMO and LUMO (alpha / beta) is 4.75 / 5.71 eV. Its HOMO energy (alpha / beta) is -0.1505 / -0.3587 Eh.

```
! wB97M-V def2-TZVPD RIJCOSX def2/J DEFGRID3
* xyz 0 3
C 0.82679 -0.62956 1.20742
C -0.28006 0.09333 0.44678
C -1.80275 -0.94787 0.14701
O -0.72710 1.22070 1.06234
Br -3.02604 -0.81735 1.60375
Br -1.28466 -2.72683 -0.13742
H 0.62478 -0.92678 2.20600
H 1.62997 0.03542 1.06043
H 1.15032 -1.54444 0.52866
H -0.01793 0.35280 -0.58002
H -2.31776 -0.49774 -0.65970
H -1.19058 1.24256 1.87935
*
```



Entry 8:
C14H13N3O2S | ωB97M-V/def2-TZVPD

The relative energy (zero: lowest compared OMol25 entry of this formula, charge and spin) comes out at 5.360 eV. The gap between HOMO and LUMO is 7.94 eV. Its HOMO energy is -0.3068 Eh.

```
! wB97M-V def2-TZVPD RIJCOSX def2/J DEFGRID3
* xyz 0 1
O -1.17376 5.16630 1.35477
N -0.72458 -2.22969 -0.02086
N 1.43823 -1.43808 -0.49787
O -0.39056 1.00859 -1.75341
C 0.16610 -1.25785 -0.06129
C 1.24916 -2.71200 -0.77570
C -0.45954 -4.28356 -1.38973
C 0.42635 -5.24998 -1.99775
C -0.05037 -3.14499 -0.74460
C 1.77896 -4.80547 -2.13777
C -0.64470 0.18089 1.78615
C -1.25815 1.33460 2.26641
C -0.89867 2.41446 0.10365
C -0.49979 1.21992 -0.41787
C -0.25133 0.11286 0.46488
C -1.22831 2.48749 1.46458
N 2.20936 -3.67108 -1.39836
S -1.73354 4.08054 2.16062
C 0.26155 2.14747 -2.36770
C -0.34433 4.25087 3.33580
H -1.47098 -4.52120 -1.29848
H 0.01319 -6.21767 -2.52402
H 2.46953 -5.47074 -2.71493
H -0.43265 -0.82566 2.34052
H -1.45830 1.39675 3.26983
H -1.09968 3.36362 -0.46165
H 3.20587 -3.53399 -1.25575
H -0.53210 2.92090 -2.41453
H 1.28556 2.48085 -1.88696
H 0.45028 1.96121 -3.42221
H -0.49337 3.49355 4.10100
H 0.61764 4.17336 2.92417
H -0.42706 5.16773 3.96906
*
```